[1]
C20H41IO19V | ωB97M-V with the def2-TZVPD basis set

Results
ΔE to the lowest compared entry with this formula, charge and spin   0.00 kJ/mol
LUMO level (alpha / beta)   0.6 / 0.6 eV
Multiplicity   4

Cartesian coordinates (Å):
V -0.57 -0.69 -1.00
C 1.14 3.45 0.00
C 1.40 2.25 -0.92
O 0.68 1.06 -0.68
H 0.29 4.10 -0.22
H 2.04 4.07 0.10
H 0.94 3.15 1.03
H 2.45 1.94 -0.96
H 1.44 2.78 -1.87
I -2.27 -2.86 -1.40
C -3.66 -1.84 2.34
O -2.60 -1.20 3.03
C -1.60 -0.57 2.34
O -1.30 -0.65 1.12
O -0.87 0.21 3.17
C -1.43 0.86 4.38
H -3.34 -2.35 1.43
H -4.30 -0.99 2.13
H -4.22 -2.53 2.98
H -1.67 0.05 5.06
H -2.37 1.35 4.15
H -0.73 1.59 4.79
C 0.84 -3.90 -3.86
O 1.72 -2.83 -4.15
C 1.53 -1.56 -3.70
O 0.66 -1.23 -2.87
O 2.34 -0.83 -4.29
C 2.24 0.59 -4.22
H 1.42 -4.80 -4.10
H -0.13 -3.81 -4.34
H 0.73 -3.97 -2.78
H 2.89 1.05 -4.97
H 2.63 1.08 -3.32
H 1.23 0.94 -4.44
C 2.49 0.30 3.11
O 3.71 0.46 3.89
C 3.58 0.43 5.20
O 2.47 0.27 5.74
O 4.76 0.42 5.80
C 4.90 0.68 7.23
H 1.67 0.94 3.42
H 2.21 -0.76 3.06
H 2.74 0.60 2.09
H 5.95 0.93 7.40
H 4.45 -0.15 7.78
H 4.37 1.56 7.58
C 3.80 -1.63 -1.38
O 3.40 -2.71 -0.60
C 2.15 -2.80 -0.18
O 1.30 -1.91 -0.18
O 2.00 -4.05 0.31
C 0.76 -4.49 0.84
H 3.15 -0.77 -1.54
H 4.07 -2.05 -2.35
H 4.68 -1.12 -0.98
H 0.82 -4.86 1.87
H 0.28 -5.38 0.43
H 0.02 -3.69 0.90
C -2.74 3.64 1.47
O -3.77 2.80 0.90
C -3.55 1.71 0.21
O -2.43 1.33 -0.13
O -4.76 1.20 -0.05
C -4.87 0.02 -0.92
H -2.97 4.00 2.47
H -2.49 4.56 0.94
H -1.82 3.08 1.62
H -4.43 -0.89 -0.51
H -4.46 0.30 -1.89
H -5.94 -0.19 -1.04
C -1.93 -0.74 -5.33
O -2.04 0.65 -4.98
C -1.78 1.15 -3.77
O -1.32 0.49 -2.83
O -2.12 2.50 -3.81
C -2.08 3.26 -2.68
H -1.23 -0.84 -6.16
H -2.90 -1.23 -5.37
H -1.36 -1.29 -4.58
H -1.14 3.22 -2.12
H -2.77 2.83 -1.96
H -2.35 4.29 -2.94


[2]
C20H41IrN2O | ωB97M-V with the def2-TZVPD basis set

Results
ΔE to the lowest compared entry with this formula, charge and spin   337.61 kJ/mol
Charge   +2
LUMO level (alpha / beta)   -7.9 / -8.1 eV

Cartesian coordinates (Å):
Ir 0.09 0.01 -0.14
C -1.14 -0.45 2.31
C -0.89 0.94 2.33
C 0.55 1.11 2.20
C 1.07 -0.20 1.88
C 0.06 -1.18 2.13
C 0.27 -2.65 2.36
C 0.17 -3.41 1.03
C 1.68 -2.89 2.94
C -0.77 -3.19 3.35
C 1.56 2.19 2.47
C 2.73 1.60 3.29
C 2.12 2.65 1.11
C 1.11 3.42 3.25
C -2.03 1.93 2.46
C -2.08 2.48 3.90
C -1.90 3.05 1.42
C -3.38 1.24 2.21
H -2.10 -0.90 2.52
H 2.12 -0.44 1.86
H 0.82 -2.96 0.28
H -0.86 -3.43 0.69
H 0.48 -4.44 1.19
H 2.45 -2.67 2.21
H 1.78 -3.93 3.21
H 1.83 -2.28 3.82
H -1.78 -3.11 2.95
H -0.71 -2.66 4.29
H -0.58 -4.24 3.53
H 3.33 0.89 2.73
H 2.35 1.12 4.19
H 3.39 2.40 3.60
H 2.60 1.83 0.59
H 2.86 3.43 1.28
H 1.33 3.06 0.48
H 0.85 3.15 4.27
H 0.28 3.95 2.80
H 1.94 4.12 3.31
H -1.21 3.05 4.16
H -2.19 1.66 4.60
H -2.96 3.12 3.99
H -1.04 3.69 1.60
H -2.79 3.68 1.45
H -1.81 2.61 0.43
H -3.61 0.51 2.99
H -3.41 0.75 1.23
H -4.17 1.98 2.23
N -0.62 1.57 -1.73
C -0.54 1.22 -3.16
C -1.44 0.05 -3.52
C -0.98 -1.29 -2.96
N -1.16 -1.40 -1.50
H -1.60 1.81 -1.53
H -0.06 2.41 -1.58
H 0.50 0.98 -3.40
H -0.84 2.07 -3.78
H -1.47 -0.04 -4.61
H -2.46 0.27 -3.20
H 0.07 -1.45 -3.19
H -1.55 -2.09 -3.45
H -0.92 -2.35 -1.22
H -2.16 -1.28 -1.29
O 2.32 -0.22 -1.10
H 2.91 0.52 -1.28
H 2.56 -0.93 -1.70


[3]
C20H41N2OP3Tb | ωB97M-V with the def2-TZVPD basis set

Results
ΔE to the lowest compared entry with this formula, charge and spin   91.12 kJ/mol
Charge   +3
LUMO level (alpha / beta)   -10.5 / -10.3 eV
Multiplicity   7

Cartesian coordinates (Å):
Tb 0.10 -0.01 0.00
P 1.35 1.18 2.13
P -1.97 1.92 0.18
P 2.40 -1.46 -0.66
H -0.23 1.85 -2.41
C 0.16 0.81 -2.49
C -0.69 -0.28 -2.56
H -1.79 -0.15 -2.49
C 2.37 2.62 1.58
C 0.25 1.85 3.45
C 2.51 0.08 3.03
C -3.17 1.99 -1.20
C -3.11 1.88 1.62
C -1.35 3.64 0.23
C 2.36 -2.31 -2.28
C 2.84 -2.81 0.50
C 3.90 -0.43 -0.75
H 1.24 0.72 -2.70
H -0.32 -1.29 -2.81
H 2.85 3.10 2.46
H 1.73 3.34 1.06
H 3.14 2.29 0.87
H 0.86 2.26 4.27
H -0.40 1.04 3.83
H -0.42 2.63 3.04
H 2.92 0.60 3.92
H 3.32 -0.25 2.36
H 1.96 -0.83 3.35
H -3.81 2.88 -1.14
H -3.79 1.09 -1.17
H -2.63 2.00 -2.15
H -3.64 2.83 1.75
H -2.55 1.66 2.54
H -3.85 1.08 1.48
H -2.20 4.32 0.13
H -0.67 3.80 -0.62
H -0.81 3.85 1.15
H 3.34 -2.74 -2.54
H 2.07 -1.59 -3.06
H 1.61 -3.10 -2.26
H 3.78 -3.30 0.20
H 2.04 -3.56 0.51
H 2.94 -2.43 1.52
H 4.74 -1.03 -1.14
H 4.18 -0.01 0.22
H 3.73 0.41 -1.43
C 6.48 3.04 -0.76
C 7.20 4.22 -1.08
C 7.37 4.55 -2.44
C 6.89 3.70 -3.46
C 6.32 2.46 -3.11
C 6.22 2.11 -1.77
O 5.76 2.77 0.40
H 5.99 3.35 1.16
H 7.59 4.87 -0.31
H 7.86 5.49 -2.74
H 6.97 4.00 -4.52
H 5.94 1.77 -3.89
H 5.80 1.14 -1.47
N -2.18 -3.57 1.37
C -2.03 -3.07 2.67
C -1.34 -1.91 2.57
N -1.03 -1.67 1.22
C -1.57 -2.71 0.51
H -2.64 -4.43 1.10
H -2.42 -3.60 3.52
H -1.05 -1.21 3.33
H -1.57 -2.87 -0.57


[4]
C20H41N2OP3Tl | ωB97M-V with the def2-TZVPD basis set

Results
ΔE to the lowest compared entry with this formula, charge and spin   0.00 kJ/mol
Charge   +3
LUMO level (alpha / beta)   -12.4 / -10.7 eV

Cartesian coordinates (Å):
Tl 1.11 -0.16 -2.25
P 1.16 -2.53 0.04
P 2.27 -0.62 1.39
P -2.21 0.08 0.14
H 1.33 3.80 0.45
C 0.30 3.71 0.80
C 0.00 3.80 2.11
H 0.79 3.88 2.87
C 2.60 -3.26 -1.97
C 1.47 -3.97 1.12
C -0.58 -2.89 -0.37
C 2.17 1.02 2.18
C 3.05 -1.57 2.75
C 3.73 -0.26 0.33
C -2.54 1.61 1.09
C -3.58 -0.96 0.85
C -3.07 0.58 -1.40
H -0.47 3.64 0.02
H -1.03 3.92 2.48
H 1.66 -3.75 -1.64
H 3.44 -3.79 -1.51
H 2.62 -3.35 -3.06
H 0.98 -4.86 0.70
H 1.02 -3.73 2.10
H 2.54 -4.17 1.23
H -0.67 -3.88 -0.84
H -0.99 -2.12 -1.05
H -1.12 -2.86 0.58
H 3.14 1.52 2.08
H 1.95 0.93 3.25
H 1.41 1.66 1.71
H 4.03 -1.12 2.97
H 3.18 -2.63 2.51
H 2.41 -1.49 3.64
H 4.54 0.03 1.01
H 3.51 0.58 -0.34
H 4.05 -1.13 -0.26
H -3.41 2.11 0.66
H -1.67 2.28 1.05
H -2.74 1.38 2.15
H -4.49 -0.36 0.92
H -3.27 -1.30 1.85
H -3.74 -1.83 0.21
H -4.10 0.87 -1.16
H -3.07 -0.26 -2.10
H -2.51 1.41 -1.86
C -0.50 2.09 -4.04
C -0.39 1.26 -5.20
C -0.80 1.73 -6.44
C -1.23 3.05 -6.60
C -1.24 3.91 -5.48
C -0.87 3.46 -4.23
O -0.36 1.64 -2.82
H 2.68 -2.18 -1.73
H 0.00 0.24 -5.07
H -0.76 1.07 -7.31
H -1.57 3.40 -7.57
H -1.54 4.96 -5.58
H -0.88 4.09 -3.34
N -0.84 -0.27 4.89
C -1.00 -1.65 4.94
C -0.95 -2.07 3.64
N -0.75 -0.99 2.81
C -0.68 0.08 3.59
H -0.83 0.37 5.68
H -1.15 -2.20 5.85
H -1.04 -3.08 3.25
H -0.55 1.11 3.29